(1)
ORCA calculation (ωB97M-V/def2-TZVPD) on a molecular structure, C14H12N3O5SV at a distorted geometry.

Element x y z (Å)
V: 0.02900 0.40786 0.01107
C: 0.11417 0.23605 -3.17711
C: 0.86262 0.75698 -1.97728
N: 1.76501 0.08765 -1.25428
N: 1.86335 -1.28970 -1.64361
C: 0.78167 -1.91134 -1.32908
O: -0.27635 -1.36107 -0.76328
C: 0.68522 -3.37471 -1.61976
C: -0.39831 -4.10161 -1.14521
C: -0.49367 -5.46419 -1.40612
C: 0.49098 -6.10136 -2.14734
C: 1.57688 -5.37422 -2.62435
C: 1.67375 -4.01658 -2.36164
C: 0.46611 2.04961 -1.43696
C: 1.32340 3.12284 -1.08473
C: 0.76416 4.25572 -0.58593
C: -0.63230 4.31114 -0.36110
C: -1.38806 3.20781 -0.61795
N: -0.87169 2.06895 -1.14779
H: -0.84344 -0.21184 -2.91390
H: 0.71678 -0.52408 -3.67101
H: -0.07852 1.05929 -3.86603
H: -1.15352 -3.58418 -0.56915
H: -1.33842 -6.02761 -1.02808
H: 0.41850 -7.16323 -2.35130
H: 2.35010 -5.86750 -3.20172
H: 2.51402 -3.43383 -2.71590
H: 2.38791 3.01534 -1.23633
H: 1.38778 5.10651 -0.34003
H: -1.09498 5.19261 0.06126
H: -2.44358 3.17776 -0.37945
O: -0.02955 0.82172 3.73606
S: 0.04819 0.77635 2.31059
O: -1.27137 0.55968 1.57677
O: 0.88208 -0.35228 1.71329
O: 0.60169 1.97696 1.60918

The total charge is -1. The multiplicity is 2. Its frontier orbital gap (alpha / beta) is 0.2885 / 0.2417 Ha.



(2)
ORCA calculation (ωB97M-V/def2-TZVPD) on 7 unconnected molecules or ions with the total composition C20H30O19S at a distorted geometry.

Element x y z (Å)
C: -0.31111 3.06555 -3.06577
C: -0.41122 2.18943 -1.81852
O: 0.46352 2.75763 -0.82692
C: 1.34728 3.35660 -1.55371
O: 2.43649 3.74626 -1.15450
O: 0.98341 3.64116 -2.84469
H: -1.14608 3.76615 -3.07513
H: -0.40594 2.50610 -3.99643
H: -0.03754 1.20816 -2.11107
H: -1.47085 2.21176 -1.56402
C: 0.50697 -1.12548 -0.45677
C: -0.91907 -0.98069 0.09329
O: -0.92675 -1.61496 1.38306
C: 0.35758 -1.77963 1.71572
O: 0.85397 -2.17326 2.77376
O: 1.23677 -1.69574 0.59205
H: 1.02269 -0.24219 -0.83353
H: 0.45517 -1.77643 -1.32953
H: -1.59558 -1.50047 -0.58515
H: -1.36176 0.01515 0.11395
C: 3.95673 -0.60900 -2.99266
C: 4.95822 -0.86859 -1.82070
O: 5.65643 0.37378 -1.64968
C: 5.02723 1.35017 -2.29174
O: 5.32765 2.54267 -2.29692
O: 4.18368 0.77650 -3.20537
H: 2.91280 -0.81170 -2.75345
H: 4.26890 -1.27185 -3.79967
H: 5.67240 -1.61890 -2.15996
H: 4.54562 -1.16653 -0.85680
C: -1.20597 1.27360 4.43299
C: -0.06661 2.32141 4.41989
O: 0.03995 2.51806 3.01855
C: -1.02431 2.20122 2.33333
O: -1.27476 2.48773 1.20469
O: -1.67313 1.27608 3.13363
H: -1.95080 1.32597 5.22708
H: -0.73641 0.30374 4.59724
H: 0.77751 1.92255 4.98244
H: -0.26782 3.34084 4.74912
C: -5.36581 2.00521 -0.05957
C: -4.02392 1.37159 -0.24405
O: -4.06552 0.77604 -1.46523
C: -5.29692 1.00875 -1.99886
O: -5.64684 0.64648 -3.09171
O: -5.94320 1.80125 -1.24326
H: -5.19758 3.07768 0.03847
H: -5.87597 1.69763 0.85326
H: -3.76538 0.53600 0.40637
H: -3.15780 2.02537 -0.14151
C: 2.45736 -4.10434 4.99607
C: 2.95157 -2.72850 4.77600
O: 3.93228 -2.80535 5.78109
C: 3.63914 -3.72326 6.79722
O: 4.27745 -3.94003 7.84797
O: 2.62562 -4.46137 6.32639
H: 2.82042 -4.89474 4.33915
H: 1.38460 -4.09448 4.80319
H: 2.17472 -2.16499 5.29278
H: 3.27249 -2.45788 3.77009
C: -1.94970 -0.71071 -5.64090
S: -1.16510 -1.73714 -4.36011
O: -0.34576 -0.90037 -3.43330
C: -2.62433 -2.01241 -3.27780
H: -1.49644 -0.66545 -6.63117
H: -1.82694 0.31878 -5.30449
H: -3.02108 -0.90991 -5.66506
H: -2.47731 -2.60265 -2.37331
H: -3.43207 -2.55453 -3.76950
H: -3.06323 -1.03958 -3.05632

The total charge is 0. The multiplicity is 1. Its frontier orbital gap is 0.3621 Ha.



(3)
ORCA calculation (ωB97M-V/def2-TZVPD) on a molecular structure, BaH13O7 at a distorted geometry.

Element x y z (Å)
Ba: 5.27785 -8.98742 13.37209
O: 3.29599 -8.30223 15.14981
H: 3.51577 -7.50168 15.63209
O: 3.52959 -11.02000 13.42881
H: 3.89169 -11.83464 13.05355
H: 2.59431 -11.02817 13.19001
O: 3.56161 -8.64786 11.25602
H: 2.71968 -9.08892 11.08630
H: 3.71641 -8.10386 10.47475
O: 6.16708 -10.09963 15.95747
H: 5.85259 -9.73754 16.79676
H: 6.63926 -10.90846 16.18708
O: 8.06681 -8.57044 13.58292
H: 8.61611 -8.79004 14.34851
H: 8.53018 -7.84133 13.14977
O: 6.61182 -9.36920 11.02804
H: 7.54812 -9.46885 11.25563
H: 6.59568 -8.71968 10.31379
O: 5.02212 -6.34305 12.42721
H: 4.16633 -6.04204 12.09522
H: 5.64724 -5.64482 12.19900

The total charge is +1. The multiplicity is 1. Its frontier orbital gap is 0.2399 Ha.



(4)
ORCA calculation (ωB97M-V/def2-TZVPD) on a molecular structure, C9H11CuN5O5.

Element x y z (Å)
Cu: -1.35391 -0.68594 0.05226
O: -3.88917 0.36244 5.35159
C: -3.38894 0.17483 4.27620
C: -2.52364 1.17343 3.49109
O: -2.20531 2.28624 3.84310
C: -2.16167 0.45626 2.26311
C: -2.74545 -0.79175 2.22963
O: -2.55869 -1.56311 1.17473
C: -3.50987 -1.09614 3.42100
O: -4.11255 -2.10395 3.71850
O: -1.39473 0.86228 1.30177
C: 0.67830 2.03754 -3.22368
N: 1.48235 1.13686 -2.41526
C: 2.84577 0.86939 -2.85691
C: 0.84069 0.27592 -1.57749
N: -0.44212 0.17335 -1.48134
N: 1.69291 -0.47631 -0.78509
C: 1.39277 -1.56445 0.02295
N: 2.48764 -2.10948 0.61481
N: 0.19474 -1.99126 0.16036
H: 1.33004 2.79111 -3.65865
H: -0.04634 2.56108 -2.59833
H: 0.15551 1.51393 -4.03269
H: 3.08097 1.55171 -3.66814
H: 2.96520 -0.15334 -3.21760
H: 3.57612 1.07007 -2.06865
H: -0.92114 0.73371 -2.17075
H: 2.62184 -0.10222 -0.68517
H: 3.41865 -1.79273 0.41936
H: 2.36688 -2.79868 1.33421
H: 0.12315 -2.80081 0.76507

The total charge is 0. The multiplicity is 2. Its frontier orbital gap (alpha / beta) is 0.2388 / 0.2321 Ha.



Question: Among the records above, which one has the highest total charge?
Answer: BaH13O7



Question: What is the multiplicity in the third record?
Answer: 1



Question: multiplicity of number 2 (C20H30O19S)?
Answer: 1